{
  "formula": "C6H5FIN",
  "method": "ωB97M-V/def2-TZVPD",
  "symbols": ["C", "C", "C", "C", "C", "C", "N", "F", "I", "H", "H", "H", "H", "H"],
  "xyz": [[-1.293, 1.390, -0.398], [-0.013, 1.101, -0.030], [-2.135, 0.279, -0.662], [-0.515, -1.214, -0.288], [0.437, -0.225, 0.095], [1.770, -0.720, 0.516], [-1.705, -0.938, -0.777], [2.097, -2.019, 0.357], [3.462, 0.593, 0.035], [-1.504, 2.467, -0.341], [0.809, 1.755, 0.260], [-3.132, 0.509, -0.906], [-0.186, -2.208, -0.264], [1.908, -0.769, 2.404]],
  "homo_energy_ha": [-0.330, -0.330],
  "orbital_gap_ev": [8.2, 8.2],
  "max_force_ev_per_a": 4.6,
  "lumo_energy_ev": [-0.8, -0.8]
}